The following is a DFT calculation (ωB97M-V with the def2-TZVPD basis set) of a cluster of 2 separate species, C3H7N3O in total.

```
! wB97M-V def2-TZVPD RIJCOSX def2/J DEFGRID3
* xyz 0 1
C 1.5817 1.2894 0.1829
C -0.9240 0.9898 -0.0664
C 1.8032 -1.3009 -0.0729
H 1.4171 2.2887 0.8502
H 2.0626 0.2142 1.0586
H 2.1257 1.4656 -0.8765
H -1.0988 2.1725 -0.0335
H -1.0887 -1.0496 0.2473
H 1.5458 -2.4451 0.3073
H 2.9357 -1.0686 -0.2423
N 0.4134 0.5103 -0.2729
N -2.0430 0.4094 -0.0226
N 0.6645 -0.7833 -0.0495
O -1.9887 -1.0502 0.1053
*
```

Calculated values
Kohn-Sham gap ... 0.35750 hartree
Energy ... -357.7525 hartree
HOMO level ... -9.12 eV
Energy relative to the best compared isomer or geometry (same formula, charge and spin) ... 186.6 kcal/mol

---

The following is a DFT calculation (ωB97M-V with the def2-TZVPD basis set) of a structure of composition C11H11AuN3O6.

```
! wB97M-V def2-TZVPD RIJCOSX def2/J DEFGRID3
* xyz 1 3
Au -0.0584 -0.0951 -0.1368
C 3.8926 -0.0321 1.7191
C 2.4389 -0.1993 1.4407
N 1.9326 -0.4337 0.2744
O 2.6587 -0.5284 -0.8656
C 1.5097 -0.1067 2.5461
C 1.9091 -0.0659 3.9932
N 0.2505 -0.0540 2.2824
O -0.7466 0.0223 2.9758
H 4.5131 -0.0438 0.8272
H 4.2478 -0.8267 2.3723
H 4.0574 0.9165 2.2275
H 3.6085 -0.3400 -0.7265
H 2.9824 -0.0949 4.1368
H 1.4551 -0.9213 4.4954
H 1.5018 0.8352 4.4540
O -2.0460 0.0751 -0.6060
C -2.7482 1.0811 -0.4486
C -2.3985 2.4308 -0.1864
C -3.4425 3.3766 -0.1045
C -3.1678 4.7138 -0.0117
C -1.8403 5.1746 -0.0166
C -0.8079 4.2877 -0.0401
C -1.0322 2.8717 -0.0706
O -0.0160 2.1260 0.0150
N -4.2638 5.6664 0.0802
O -3.9699 6.8338 0.1099
O -5.3779 5.2058 0.1257
H -3.8322 0.9244 -0.5585
H -4.4767 3.0589 -0.1230
H -1.6490 6.2401 0.0048
H 0.2186 4.6160 -0.0077
*
```

Calculated values
Kohn-Sham gap (spin up / spin down) ... 0.29695 / 0.20373 hartree
Energy ... -1176.6203 hartree
HOMO level (spin up / spin down) ... -12.34 / -12.25 eV
Energy relative to the best compared isomer or geometry (same formula, charge and spin) ... 4.2 kcal/mol

---

The following is a DFT calculation (ωB97M-V with the def2-TZVPD basis set) of a cluster of 2 separate species, C6H13N5 in total.

```
! wB97M-V def2-TZVPD RIJCOSX def2/J DEFGRID3
* xyz 2 1
C 0.2652 -0.1682 -2.5354
C 1.3295 -2.6093 0.7951
C -3.6871 -0.0598 -0.0378
C 0.8902 -0.3074 -0.2086
C 2.3066 0.5954 1.5922
C 1.1129 2.0481 -0.1456
N 0.0726 -0.2081 -1.3049
N 0.8628 -1.4737 0.5295
N -4.6945 -0.1243 0.7685
N -2.6997 -0.1230 -0.6544
N 1.5433 0.7394 0.3375
H 1.2946 -0.4390 -2.9036
H -0.6533 -0.1949 -3.0929
H 2.1776 -2.9556 0.0801
H 1.1498 -3.2862 1.5880
H 3.1380 0.0596 1.2909
H 2.6165 1.6681 1.6865
H 1.8447 0.1819 2.5542
H 2.0080 2.7108 -0.0633
H 0.9876 2.0944 -1.1421
H 0.2796 2.5460 0.2891
H -4.8597 -1.0363 1.3011
H -5.5141 0.3112 0.3768
H -1.7708 0.0310 -1.1009
*
```

Calculated values
Kohn-Sham gap ... 0.35882 hartree
Energy ... -509.4633 hartree
HOMO level ... -16.92 eV
Energy relative to the best compared isomer or geometry (same formula, charge and spin) ... 102.7 kcal/mol

---

The following is a DFT calculation (ωB97M-V with the def2-TZVPD basis set) of the ion C2H6IN2O with charge +1.

```
! wB97M-V def2-TZVPD RIJCOSX def2/J DEFGRID3
* xyz 1 1
C -0.1214 0.0789 -0.0619
C -1.3580 -0.4794 -1.2413
N 0.9965 -0.4524 -0.4063
N -0.2836 0.9639 0.8402
O 2.1759 -0.2293 0.1999
I -0.9536 0.7616 -2.8779
H -2.4399 -0.4221 -0.8468
H -1.1531 -1.5805 -1.4781
H 0.9941 -0.9557 -1.1919
H -1.2195 1.2669 0.9703
H 0.5188 1.1071 1.5029
H 2.9304 -0.6276 -0.2298
*
```

Calculated values
Kohn-Sham gap ... 0.37157 hartree
Energy ... -561.9032 hartree
HOMO level ... -13.71 eV
SMILES ... [NH2+]=C(CI)NO
Energy relative to the best compared isomer or geometry (same formula, charge and spin) ... 49.1 kcal/mol